A structure of composition C36H30As3CuF18Hg2N6O12 in a non-equilibrium geometry. Source: the OMol25 dataset; level of theory: wB97M-V/def2-TZVPD.

For the calculated total energy, the calculation gives -13072.55899 Ha. The net charge is +2. The highest occupied orbital energy comes out at -13.62 eV.

```
108
Properties=species:S:1:pos:R:3:forces:R:3
Hg -3.944 -1.430 -1.832 1.304 0.451 0.349
Hg -1.975 -3.150 3.249 0.976 -0.703 -0.999
Cu 0.337 -4.312 -2.446 0.029 0.049 -0.314
As -0.111 -1.556 0.148 0.223 0.531 0.045
F 0.448 -2.986 -0.660 0.104 -0.283 0.198
F -1.630 -1.701 -0.683 0.212 -0.192 -0.140
F -0.751 -0.173 0.944 -0.096 0.006 0.257
F 1.269 -1.520 1.156 0.147 -0.120 -0.187
F 0.601 -0.598 -1.078 -0.160 0.067 -0.004
F -0.837 -2.616 1.431 0.173 0.165 -0.390
As -3.311 -4.967 -0.130 -0.808 -2.012 -0.715
F -2.881 -6.482 0.511 0.231 0.156 0.206
F -2.915 -4.184 1.434 0.160 0.233 0.671
F -3.797 -3.301 -0.641 -0.032 0.211 -0.009
F -3.757 -5.581 -1.647 0.063 0.296 -0.177
F -4.912 -5.144 0.444 0.036 0.385 0.216
F -1.695 -4.725 -0.687 -0.050 0.631 0.233
As -1.701 -3.010 -4.672 0.360 -0.171 -1.393
F -1.681 -1.369 -5.177 0.097 0.068 0.399
F -2.780 -2.506 -3.291 -0.478 -0.125 0.237
F -1.724 -4.609 -4.015 -0.005 0.062 0.344
F -0.596 -3.471 -5.876 0.051 0.031 0.042
F -0.394 -2.673 -3.532 -0.187 0.439 0.083
F -3.099 -3.287 -5.597 -0.062 -0.150 0.186
C 4.907 -5.122 4.219 0.634 -0.498 -0.732
C 4.301 -3.914 3.888 -0.076 -1.076 0.728
C 2.936 -3.942 3.672 0.081 1.344 -0.246
C 2.222 -5.130 3.741 0.679 0.748 -0.100
C 2.858 -6.332 4.031 -0.672 -0.633 -0.674
C 4.227 -6.340 4.183 -0.191 0.672 0.992
N 0.800 -5.109 3.463 0.333 -1.271 0.465
O 0.225 -6.149 3.332 -0.480 0.342 -0.045
O 0.247 -3.985 3.398 -0.867 1.056 0.275
H 5.969 -5.215 4.413 0.005 0.459 0.058
H 4.879 -3.002 3.901 -0.170 0.131 -0.156
H 2.482 -2.984 3.449 -0.374 -0.239 -0.062
H 2.245 -7.224 4.050 0.230 -0.132 0.109
H 4.786 -7.221 4.462 -0.255 -0.238 -0.214
C 4.179 2.813 0.483 -0.406 -0.335 0.024
C 4.607 3.422 1.645 0.320 0.382 0.522
C 4.089 3.068 2.886 0.561 -0.479 -0.217
C 3.277 1.949 2.960 0.033 1.139 -0.235
C 2.886 1.272 1.815 -0.699 0.109 0.315
C 3.281 1.750 0.579 0.161 0.053 -0.121
N 2.773 1.554 4.274 0.468 -1.519 0.317
O 2.251 0.443 4.335 -0.330 0.317 -0.102
O 3.002 2.235 5.244 -0.178 0.449 -0.255
H 4.494 3.156 -0.494 0.185 0.011 0.061
H 5.389 4.172 1.674 -0.209 0.192 -0.427
H 4.437 3.599 3.759 -0.219 -0.112 0.160
H 2.172 0.470 1.916 0.143 -0.138 -0.091
H 2.883 1.289 -0.316 0.082 -0.094 0.007
C 0.142 3.768 -4.686 -0.619 -0.357 0.168
C 0.182 2.381 -4.857 0.671 0.625 -0.521
C -0.520 1.540 -4.026 -0.064 0.049 1.063
C -1.211 2.140 -2.969 -0.046 -0.315 -0.484
C -1.302 3.503 -2.778 0.592 0.519 0.331
C -0.624 4.320 -3.669 0.224 0.182 -0.074
N -1.910 1.278 -2.038 -0.557 0.000 0.747
O -2.397 0.220 -2.488 -0.349 -0.392 -0.792
O -2.048 1.598 -0.890 -0.048 0.259 -0.080
H 0.684 4.419 -5.357 0.078 -0.061 -0.009
H 0.852 2.050 -5.640 -0.245 -0.550 0.033
H -0.466 0.460 -3.993 0.060 -0.014 -0.623
H -1.753 3.963 -1.909 -0.378 -0.300 -0.048
H -0.641 5.394 -3.543 -0.110 -0.024 0.055
C -1.284 3.212 2.219 -0.713 -0.288 -0.414
C -0.873 3.800 1.027 0.533 -0.257 0.590
C -1.049 5.155 0.835 -0.093 0.183 -0.319
C -1.739 5.888 1.791 0.106 -0.694 -0.393
C -2.146 5.311 2.976 -0.763 0.287 0.108
C -2.004 3.941 3.152 1.206 0.240 0.393
N -2.097 7.273 1.465 0.551 0.703 0.661
O -2.979 7.795 2.113 -0.153 -0.269 -0.015
O -1.447 7.832 0.607 -0.065 -0.165 -0.291
H -1.091 2.157 2.378 -0.002 0.002 0.018
H -0.345 3.172 0.323 0.076 0.231 -0.160
H -0.646 5.665 -0.030 -0.182 -0.012 -0.082
H -2.590 5.944 3.733 -0.179 -0.088 -0.062
H -2.262 3.478 4.095 -0.165 0.088 0.006
C -5.200 2.897 3.685 0.193 -0.684 0.273
C -4.663 1.814 4.381 -0.308 -0.097 0.134
C -4.234 0.691 3.704 -0.148 -0.088 -0.220
C -4.300 0.699 2.312 -0.104 -0.121 -0.095
C -4.808 1.771 1.592 -0.276 0.069 -0.090
C -5.289 2.851 2.300 0.220 0.897 0.228
N -3.811 -0.448 1.581 1.033 0.237 0.162
O -3.875 -0.455 0.364 -0.798 0.205 -0.036
O -3.198 -1.326 2.184 -0.346 -0.363 0.364
H -5.558 3.733 4.270 -0.033 0.172 -0.259
H -4.654 1.833 5.463 0.101 -0.041 -0.004
H -3.931 -0.209 4.215 0.165 0.128 0.143
H -4.855 1.769 0.514 0.133 -0.084 0.013
H -5.642 3.746 1.805 -0.159 -0.227 -0.266
C 3.803 1.048 -4.886 -0.197 -0.468 -0.353
C 4.030 0.260 -6.018 0.236 0.755 1.071
C 3.719 -1.085 -5.988 0.767 -0.056 -1.000
C 3.155 -1.652 -4.864 -0.876 1.004 -0.697
C 2.812 -0.855 -3.780 0.421 -0.842 0.130
C 3.179 0.479 -3.783 -0.270 0.152 0.280
N 2.717 -3.046 -4.939 1.240 -0.842 0.928
O 3.155 -3.743 -5.816 -0.380 0.253 -0.357
O 2.067 -3.485 -3.992 -0.391 0.080 0.232
H 4.123 2.081 -4.903 -0.132 0.057 0.160
H 4.525 0.746 -6.847 -0.068 -0.386 -0.266
H 4.020 -1.647 -6.864 -0.390 -0.404 0.166
H 2.382 -1.361 -2.926 -0.239 0.356 0.064
H 2.925 1.071 -2.912 0.165 0.087 -0.007
```
Forces are in eV/Å.

Here are the Mulliken charges for atoms 1 to 6, given in e: 2.17, 1.76, 0.57, 1.83, -0.17, 0.06

---

A structure of composition C36H30Br3Cl2IrN7O2S in a non-equilibrium geometry. Source: the OMol25 dataset; level of theory: wB97M-V/def2-TZVPD.

As for the multiplicity: 2. For the calculated total energy, the calculation gives -11068.11725 Ha. The expectation value of S² is 0.76. The net charge is +2. The highest occupied orbital energy (spin up / spin down) comes out at -13.16 / -13.17 eV.

```
82
Properties=species:S:1:pos:R:3:forces:R:3
Ir -0.086 0.317 -0.035 0.398 1.070 0.898
Cl 0.827 0.266 2.614 -0.342 -0.252 -0.907
C 0.740 1.971 2.925 -0.058 0.111 0.218
C 0.675 2.386 4.238 0.017 -0.030 0.020
C 0.609 3.747 4.509 0.013 0.014 -0.066
C 0.605 4.669 3.474 0.008 -0.046 0.049
C 0.677 4.232 2.161 0.030 -0.078 -0.016
Cl 0.685 5.406 0.901 -0.003 -0.001 -0.015
C 0.745 2.861 1.854 -0.051 0.215 -0.035
S 0.909 2.387 0.193 -0.023 -0.245 -0.463
H 0.693 1.658 5.038 -0.004 0.003 0.011
H 0.568 4.088 5.534 -0.003 0.005 0.004
H 0.560 5.730 3.673 -0.007 0.004 0.007
Br -5.017 -4.562 -0.453 0.026 0.028 -0.005
C -3.636 -3.307 -0.380 -0.015 -0.043 0.007
C -3.859 -1.981 -0.709 -0.032 0.013 -0.007
C -2.807 -1.101 -0.601 0.084 0.045 -0.148
N -1.566 -1.435 -0.210 0.393 -0.424 0.045
C -1.342 -2.744 0.061 -0.146 0.105 0.075
C -2.364 -3.684 0.004 0.011 0.037 0.010
C 0.024 -3.171 0.453 -0.003 -0.125 -0.241
C 0.393 -4.513 0.511 -0.033 0.039 -0.046
C 1.690 -4.819 0.887 0.011 0.010 0.010
Br 2.247 -6.606 0.970 -0.013 0.044 0.007
C 2.567 -3.791 1.197 0.014 -0.007 -0.036
C 2.103 -2.494 1.078 0.015 -0.073 0.073
N 0.865 -2.183 0.700 0.256 -0.221 0.783
H -4.826 -1.632 -1.039 -0.007 0.004 0.004
H -2.965 -0.068 -0.850 0.005 0.019 0.002
H -2.174 -4.710 0.272 0.004 -0.005 0.001
H -0.285 -5.311 0.254 0.009 -0.010 -0.002
H 3.581 -3.990 1.511 0.004 -0.009 -0.006
H 2.766 -1.669 1.315 -0.011 -0.008 -0.022
Br 8.287 0.220 -0.052 -0.016 0.000 -0.002
C 6.602 -0.327 -0.681 -0.014 0.013 0.008
C 6.512 -1.328 -1.644 -0.007 0.020 0.023
N 5.353 -1.761 -2.127 -0.001 -0.052 -0.056
C 4.237 -1.215 -1.663 -0.004 0.000 0.049
C 4.231 -0.208 -0.704 -0.016 0.043 0.019
C 5.444 0.252 -0.201 0.013 0.026 -0.025
C 2.947 0.368 -0.211 0.131 0.086 0.111
O 2.972 1.342 0.571 -0.030 -0.072 -0.067
O 1.889 -0.209 -0.626 -0.235 -0.514 -0.051
H 7.410 -1.792 -2.035 0.008 0.002 0.002
H 3.304 -1.589 -2.066 0.002 -0.010 0.003
H 5.470 1.039 0.540 0.005 -0.003 0.004
C -3.326 2.301 3.904 -0.021 -0.015 -0.002
C -2.822 0.893 3.674 0.013 0.005 -0.003
N -2.250 0.810 2.334 -0.071 0.034 -0.020
C -2.501 1.652 1.311 -0.104 -0.171 -0.010
N -1.823 1.477 0.177 0.008 -0.224 0.180
C -2.165 2.314 -0.982 0.106 0.151 0.096
C -2.671 3.678 -0.556 0.018 -0.010 -0.041
C -3.823 3.505 0.401 -0.046 0.006 -0.026
N -3.438 2.601 1.480 0.096 0.022 0.076
C -4.200 2.690 2.729 0.006 -0.033 0.001
H -2.485 2.996 3.980 0.000 0.002 0.001
H -3.894 2.352 4.831 -0.004 -0.004 -0.002
H -3.637 0.174 3.776 0.007 0.002 0.020
H -2.044 0.625 4.390 -0.007 0.003 0.003
H -1.618 0.054 2.138 -0.072 -0.042 -0.017
H -2.907 1.812 -1.617 -0.022 -0.002 0.027
H -1.270 2.441 -1.585 -0.023 0.016 -0.019
H -2.992 4.251 -1.425 0.017 -0.013 -0.009
H -1.860 4.228 -0.073 -0.006 0.007 0.004
H -4.706 3.110 -0.112 0.005 0.023 -0.006
H -4.103 4.457 0.850 0.003 -0.006 -0.004
H -5.087 2.051 2.675 -0.003 0.008 0.008
H -4.541 3.720 2.823 0.001 -0.006 0.001
N -0.199 0.271 -1.956 -0.226 0.683 -0.393
C -0.048 0.320 -3.090 -0.070 -0.107 0.040
C 0.160 0.381 -4.493 0.010 -0.053 -0.162
C 1.433 0.713 -4.967 -0.018 -0.013 0.026
C 1.642 0.767 -6.332 -0.001 0.002 -0.015
C 0.596 0.494 -7.206 -0.001 -0.001 0.018
C -0.666 0.163 -6.728 0.001 0.004 -0.012
C -0.896 0.103 -5.367 0.018 0.016 0.023
H 2.237 0.919 -4.273 0.003 -0.004 0.001
H 2.619 1.021 -6.716 0.005 0.001 -0.002
H 0.768 0.537 -8.273 0.002 0.000 -0.005
H -1.471 -0.049 -7.418 -0.002 -0.002 -0.006
H -1.872 -0.155 -4.979 -0.004 -0.005 0.002
```
Forces are in eV/Å.

Here are the Mulliken charges for atoms 1 to 6, given in e: 2.85, -0.10, 0.78, -0.55, -0.58, -0.66